--- a ---
A 2-piece molecular cluster, C3H4BrN overall, computed with ωB97M-V/def2-TZVPD.

Each line ends with the natural charge from an NBO analysis.
Geometry (Å):
C: 0.11508 -1.94678 -0.05335  -0.51
C: -0.55876 1.89317 0.04716  -0.13
C: 0.52484 -0.72032 -0.01438  0.01
N: -0.95991 0.72908 0.05635  -0.33
Br: 2.16424 0.17449 0.24122  0.11
H: 0.67967 -2.89928 -0.26345  0.24
H: -0.95341 -2.33566 0.00776  0.25
H: -1.34182 2.68303 0.11418  0.18
H: 0.33007 2.42227 -0.13549  0.18

Summary:
Multiplicity = 1
LUMO (spin up / spin down) = 0.43 / 0.43 eV
Molar mass = 133.976 g/mol
HOMO (spin up / spin down) = -9.0 / -9.0 eV

***

--- b ---
C3H4BrN as an isolated structure, computed with ωB97M-V/def2-TZVPD.

Each line ends with the natural charge from an NBO analysis.
Geometry (Å):
C: -0.90812 2.11972 -0.29496  0.22
C: -0.17834 -0.28319 -0.30685  -0.64
C: 0.20718 1.21371 -0.09374  -0.34
N: -1.84090 2.73021 -0.45677  -0.28
Br: 1.60748 1.76010 -1.40365  0.03
H: 0.79800 -0.86125 -0.59486  0.25
H: -0.96811 -0.39540 -1.05203  0.24
H: -0.75402 -0.68333 0.63928  0.24
H: 0.87647 1.50608 1.05846  0.29

Summary:
Multiplicity = 1
LUMO = 0.33 eV
Molar mass = 133.976 g/mol
HOMO = -10.7 eV

***

--- c ---
A 2-piece molecular cluster, C3H4BrN overall, computed with ωB97M-V/def2-TZVPD.

Each line ends with the natural charge from an NBO analysis.
Geometry (Å):
C: -1.14198 -0.59024 -0.76104  -0.49
C: 0.93134 0.21463 0.77512  -0.03
C: -0.29678 -0.27136 0.18264  0.34
N: 2.06486 -0.05718 0.24173  -0.52
Br: -1.85211 -0.39289 2.69895  -0.47
H: -2.09333 -0.91637 -0.51143  0.28
H: -1.34402 -0.25420 -1.84866  0.29
H: 0.64360 0.87214 1.67220  0.23
H: 2.90828 0.37346 0.65921  0.37

Summary:
Multiplicity = 1
LUMO (spin up / spin down) = -2.67 / -2.66 eV
Molar mass = 133.976 g/mol
HOMO (spin up / spin down) = -9.3 / -9.3 eV

***

Going by the computed energies, the most stable comes first: b, a, c.